{"formula": "C2H5NO3", "method": "ωB97M-V/def2-TZVPD", "symbols": ["O", "C", "N", "C", "O", "H", "H", "H", "H", "H", "O"], "xyz": [[2.087973, -1.589614, 1.767231], [1.975596, -0.736908, 0.814653], [0.661679, -0.194512, 0.480177], [-0.088959, -0.894015, -0.434355], [-0.544500, -0.417780, -1.474842], [2.732195, -0.708261, 0.027758], [0.484183, 0.793276, 0.309782], [-0.321946, -1.926118, -0.133051], [-2.938499, 2.297008, -0.177639], [-2.022385, 1.223958, -0.728430], [-2.025337, 2.152964, -0.451285]], "forces_ev_per_a": [[-0.1, 0.4, -0.2], [0.2, -0.6, 1.0], [-1.4, 0.0, -0.7], [0.6, 0.2, 0.3], [-0.6, 0.1, 0.2], [-0.2, 0.0, -0.5], [0.8, 0.1, 0.2], [0.5, -0.2, -0.2], [0.1, 0.1, 0.0], [0.5, 0.0, -0.2], [-0.5, -0.1, 0.0]], "gap_ev": [3.9, 7.4], "energy_ha": -359.657142, "largest_force_ev_per_a": 1.574, "total_charge": -1, "multiplicity": 2}